Computed, not measured: 2 unconnected molecules or ions with the total composition C2H5O2S2, with wB97M-V/def2-TZVPD.

The calculation puts the HOMO-LUMO gap (spin up / spin down) at 9.559 / 5.405 eV. The calculation puts the energy above the lowest of the compared OMol25 structures with the same formula, charge and spin at 89.0 kJ/mol. As for the spin multiplicity: 2. Its expectation value of S² is 0.75. The LUMO energy (spin up / spin down) comes out at 0.60 / -3.53 eV. The value obtained for the energy is -27918.1042 eV.

```
11
C2H5O2S2, DFT wB97M-V/def2-TZVPD
C -0.6590 -1.5152 -0.0513
S -1.4376 -1.1589 -1.6219
S -0.0921 0.1327 -2.4950
H 0.4106 -1.6301 -0.1530
H -0.8331 -0.7647 0.7117
H -1.0804 -2.4461 0.3330
H -0.8055 1.2546 -2.3153
O 2.0782 0.7810 1.1354
C 1.1756 1.5180 1.4002
O -0.0638 1.4097 1.0116
H 1.3071 2.4189 2.0445
```

---

Computed, not measured: 2 unconnected molecules or ions with the total composition C2H5O2Si in a non-equilibrium geometry, with wB97M-V/def2-TZVPD.

The calculation puts the HOMO-LUMO gap at 7.154 eV. The calculation puts the energy above the lowest of the compared OMol25 structures with the same formula, charge and spin at 85.7 kJ/mol. As for the charge: -1. The LUMO energy comes out at 4.28 eV. The value obtained for the energy is -14127.5717 eV.

```
10
C2H5O2Si, DFT wB97M-V/def2-TZVPD
C 2.1038 -1.1570 -0.4981
C -1.4483 0.5827 -0.2253
O 1.5655 -2.2096 -0.6516
O 3.1701 -0.5945 -0.5834
Si 0.1917 0.3660 0.7043
H -1.4176 1.1766 -1.1234
H -1.5945 -0.4278 -0.7095
H -2.3672 0.9080 0.1824
H -0.3492 -0.4171 1.8171
H 0.1456 1.7726 1.0876
```